[1]
DFT (the ωB97M-V functional and the def2-TZVPD basis) results for a cluster of 7 separate species, C24H66F6N6O6P in total.

Geometry (Å):
C: 3.38700 -1.89439 -2.40495
C: 3.72235 -1.04704 -3.60148
O: 3.43707 -1.32775 -4.71224
N: 4.49989 0.30890 -3.42285
H: 5.32890 0.11487 -2.86216
H: 4.79361 0.62299 -4.34500
C: 3.68916 1.36072 -2.69082
H: 2.85726 -1.25971 -1.69385
H: 4.30038 -2.25450 -1.92441
H: 2.83216 -2.77552 -2.71312
H: 4.49154 1.99340 -2.31242
H: 3.19302 0.94304 -1.81821
H: 2.98142 1.96252 -3.25084
C: 1.30529 8.13954 -6.23740
C: 0.64330 7.53909 -7.42403
O: 0.12298 6.48836 -7.48655
N: 0.53907 8.45991 -8.66460
H: 0.79293 9.38708 -8.32489
H: 1.34168 8.19141 -9.23772
C: -0.82951 8.44262 -9.31835
H: 0.85246 9.05590 -5.85348
H: 2.34084 8.42290 -6.43844
H: 1.24030 7.35585 -5.48443
H: -1.27629 7.45283 -9.31506
H: -0.70248 8.79638 -10.33848
H: -1.42232 9.13892 -8.73005
C: 6.38291 5.45602 0.95836
C: 4.91580 5.82196 1.09319
O: 4.18928 5.35798 1.90142
N: 4.44804 6.81524 0.04236
H: 5.26894 7.39539 -0.11978
H: 4.24309 6.32004 -0.84155
C: 3.26069 7.62272 0.54329
H: 6.48647 4.41448 1.25539
H: 6.79129 6.14409 1.70302
H: 6.74067 5.48269 -0.07016
H: 2.48964 6.92640 0.86294
H: 2.76078 8.19929 -0.23445
H: 3.45846 8.39920 1.27804
C: 6.55221 12.14381 -3.76716
N: 6.27613 10.79496 -3.08813
C: 7.12236 9.69096 -3.71690
C: 6.77253 10.81926 -1.67161
C: 4.79463 10.42947 -3.21273
C: 3.87314 11.08652 -2.19382
O: 3.64239 10.26712 -1.05818
H: 7.59905 12.38956 -3.61703
H: 5.84746 12.83996 -3.31871
H: 6.30980 12.00068 -4.81797
H: 6.65583 9.38446 -4.65594
H: 7.27968 8.84397 -3.05794
H: 8.07606 10.03922 -4.11577
H: 6.28242 11.48865 -0.96227
H: 7.73978 11.31680 -1.75881
H: 6.87173 9.88191 -1.13128
H: 4.72019 9.34919 -3.08447
H: 4.59226 10.71883 -4.24210
H: 2.97204 11.51468 -2.63610
H: 4.37835 11.95278 -1.75057
H: 3.36920 10.84048 -0.33356
C: 8.80511 5.64668 -8.14609
N: 7.33654 5.32685 -8.32799
C: 6.71133 6.31155 -9.32956
C: 7.24910 4.00382 -8.99149
C: 6.59228 5.32258 -7.01312
C: 7.33348 4.74897 -5.78817
O: 7.68988 3.41678 -5.91364
H: 8.89659 6.62838 -7.68098
H: 9.26322 5.72844 -9.12874
H: 9.26466 4.90065 -7.50396
H: 7.17108 6.16184 -10.30502
H: 6.81176 7.29053 -8.86799
H: 5.66173 6.13993 -9.57300
H: 7.62928 3.29517 -8.25798
H: 7.86147 3.91438 -9.88751
H: 6.21862 3.83591 -9.29924
H: 5.59723 4.87442 -7.08940
H: 6.24554 6.34254 -6.82373
H: 6.74126 4.87656 -4.87701
H: 8.22216 5.37488 -5.69448
H: 6.91191 2.86272 -6.03036
C: -1.75043 7.85866 -1.77398
N: -1.44412 6.42437 -1.34188
C: -2.03259 5.60558 -2.49377
C: 0.05010 6.17077 -1.18676
C: -2.22113 5.94377 -0.12483
C: -2.00175 6.72679 1.16093
O: -0.68579 7.16740 1.41846
H: -1.12301 8.54362 -1.20580
H: -2.81540 8.06664 -1.76950
H: -1.34389 7.95276 -2.78122
H: -3.02855 6.02546 -2.61658
H: -2.17298 4.55176 -2.26368
H: -1.39216 5.78151 -3.35450
H: 0.42205 6.79426 -0.38548
H: 0.40071 6.56464 -2.14549
H: 0.18746 5.10777 -1.36678
H: -1.89885 4.91706 0.05193
H: -3.29470 5.91322 -0.30498
H: -2.34025 6.07544 1.97236
H: -2.68919 7.57620 1.23747
H: -0.63388 7.25864 2.37644
P: 3.51917 5.63275 -3.44914
F: 5.00948 5.78952 -2.88080
F: 3.17189 5.03999 -1.95143
F: 3.08704 7.16239 -2.88906
F: 1.93348 5.62305 -3.79356
F: 3.84624 6.29419 -4.87853
F: 3.91252 4.19468 -4.07664

Charge ... +5
Molar mass ... 679.79 g/mol
LUMO ... -0.3846 hartree

[2]
DFT (the ωB97M-V functional and the def2-TZVPD basis) results for a cluster of 7 separate species, H13O6S in total.

Geometry (Å):
S: -0.80850 -1.03751 -2.42518
H: 0.11645 -0.03209 -2.91341
H: -1.45242 0.76415 -1.22609
H: -1.67328 2.21661 -1.82628
O: -1.38610 1.77400 -0.99890
H: 1.31228 -0.17079 1.13718
H: 0.54088 0.93281 1.70699
O: 0.82104 -0.00765 1.92231
H: -1.78859 0.89990 1.74787
H: -1.05530 -0.22288 2.40930
O: -1.95506 -0.01518 2.21369
H: 2.70072 -1.49204 -0.17427
H: 1.72084 -0.91454 -1.14970
O: 2.36576 -0.64036 -0.43285
H: 1.99339 1.36849 -0.54281
H: 0.77765 2.23106 -0.84375
O: 1.47971 2.10343 -0.25006
H: -0.78318 -2.90533 -0.02869
H: -1.56261 -1.96649 0.85145
O: -1.36369 -2.88561 0.82320

Charge ... -1
Molar mass ... 141.16 g/mol
LUMO ... 0.1191 hartree
Energy above the lowest of the compared OMol25 structures with the same formula, charge and spin ... 1.117 eV

[3]
DFT (the ωB97M-V functional and the def2-TZVPD basis) results for a structure of composition C28H46BN6RhS.

Geometry (Å):
Rh: 0.35833 -0.49761 0.37755
C: -1.47041 -1.05435 3.05034
C: -2.42809 0.12742 2.91824
C: -3.85485 -0.38092 3.17364
C: -2.38949 0.84421 1.59407
C: -3.37806 1.71938 1.13768
C: -3.04977 2.05691 -0.16535
C: -4.01998 2.78679 -1.05502
C: -4.71140 1.78784 -1.99507
C: -3.49196 3.99458 -1.82696
N: -1.87623 1.44937 -0.45631
N: -1.49807 0.70354 0.61327
B: -1.14547 1.28831 -1.82231
N: 0.41074 1.54331 -1.73605
N: 1.18534 0.52809 -1.25977
C: 2.49045 0.83182 -1.44240
C: 2.54579 2.06682 -2.05422
C: 1.22236 2.49842 -2.22567
C: 0.93458 3.81541 -2.88331
C: -0.46515 4.38321 -2.70058
C: 1.29844 3.73285 -4.37551
C: 3.65294 -0.06737 -1.12768
C: 3.25916 -1.37457 -0.44593
C: 4.41314 -0.36198 -2.42817
N: -1.32314 -0.20627 -2.23968
N: -0.97972 -1.13728 -1.31956
C: -1.23886 -2.34289 -1.81179
C: -1.76158 -2.19693 -3.09448
C: -1.78490 -0.82795 -3.35021
C: -2.23552 -0.25472 -4.67378
C: -1.52790 -1.01137 -5.81097
C: -2.04791 1.24451 -4.90815
C: -0.95628 -3.60832 -1.06504
C: -0.14663 -3.34689 0.20250
C: -2.26428 -4.33200 -0.72074
H: -1.39705 -1.35862 4.09373
H: -0.45903 -0.80316 2.72295
H: -1.85278 -1.90537 2.48249
H: -2.18852 0.86454 3.68992
H: -4.13787 -1.09888 2.40143
H: -4.58709 0.42392 3.17767
H: -3.89806 -0.88320 4.14049
H: -4.24766 2.05491 1.67625
H: -4.77592 3.15712 -0.36088
H: -3.97992 1.27423 -2.62036
H: -5.41533 2.31630 -2.63885
H: -5.25876 1.03693 -1.42460
H: -2.96358 3.69318 -2.72959
H: -2.82851 4.59998 -1.21071
H: -4.33387 4.61660 -2.13174
H: -1.61491 2.03932 -2.59186
H: 3.43192 2.61747 -2.32298
H: 1.64335 4.50465 -2.41510
H: -1.16464 3.91767 -3.39415
H: -0.45533 5.45218 -2.91138
H: -0.81839 4.23345 -1.68202
H: 0.68016 2.99157 -4.88426
H: 2.34495 3.46663 -4.52028
H: 1.12417 4.70198 -4.84254
H: 4.32222 0.48180 -0.45989
H: 2.69443 -2.00941 -1.13213
H: 2.67255 -1.17632 0.46277
H: 4.14548 -1.91821 -0.12303
H: 3.77510 -0.91177 -3.12245
H: 5.29609 -0.96604 -2.21943
H: 4.73569 0.55835 -2.91243
H: -2.07531 -2.98905 -3.75224
H: -3.30633 -0.47340 -4.74380
H: -0.44987 -0.84838 -5.75422
H: -1.88029 -0.63989 -6.77281
H: -1.71790 -2.08192 -5.77899
H: -1.00714 1.53611 -4.75508
H: -2.68699 1.85502 -4.27395
H: -2.31225 1.46796 -5.94167
H: -0.37146 -4.25090 -1.72845
H: -0.72578 -2.72744 0.89567
H: 0.81646 -2.87039 -0.03021
H: 0.07967 -4.28112 0.71397
H: -2.88787 -3.70233 -0.08285
H: -2.05265 -5.26100 -0.19071
H: -2.82925 -4.56987 -1.62091
S: 2.06380 1.79553 2.39860
C: 1.15291 0.58482 1.94274

Charge ... +1
Expectation value of S² ... 8.7670
2S+1 ... 6
Molar mass ... 612.50 g/mol
LUMO (alpha / beta) ... -0.0883 / -0.2395 hartree
Energy above the lowest of the compared OMol25 structures with the same formula, charge and spin ... 1.087 eV

[4]
DFT (the ωB97M-V functional and the def2-TZVPD basis) results for a structure of composition C3H4LiO4Rh.

Geometry (Å):
O: 0.92115 0.32669 -1.00647
O: -1.10506 0.88208 0.58279
C: -2.27806 0.09871 0.37678
C: -1.78411 -1.30897 0.00076
O: -0.59980 -1.20897 -0.76611
C: 0.31686 -0.38148 -0.11609
H: -2.87216 0.05927 1.29084
H: -2.89894 0.50757 -0.42054
H: -2.56047 -1.82466 -0.56475
H: -1.58599 -1.88728 0.90579
O: 1.29467 -1.00790 0.64550
Li: -0.38085 1.96011 -0.69961
Rh: 1.99109 0.88728 0.60671

Charge ... +2
Expectation value of S² ... 6.0121
2S+1 ... 5
Molar mass ... 213.91 g/mol
LUMO (alpha / beta) ... -0.3705 / -0.4918 hartree

no.,F_max (eV Å⁻¹)
1,3.2
2,3.7
3,1.6
4,9.6